1) 12
Properties=species:S:1:pos:R:3:nbo_charge:R:1 method="wB97M-V/def2-TZVPD" gap_ev=12.1 multiplicity=1 total_charge=+1
C -0.26866 0.28695 -1.49421 -0.0765
C 0.95225 0.79005 -1.54340 -0.3182
N -0.75131 -0.20011 -0.16433 -0.7022
H -1.00030 0.22790 -2.28230 0.2403
H 1.37536 1.20582 -2.44469 0.2546
H 1.57416 0.71017 -0.65924 0.2122
H -0.08761 0.04019 0.58886 0.4814
H -1.65410 0.21413 0.07899 0.4409
H -0.89703 -1.20762 -0.26794 0.4451
H -0.48630 -0.77652 2.97851 0.4977
H 1.02890 -0.73912 2.83627 0.5055
O 0.21462 -0.55183 2.37347 -0.9809

2) 12
Properties=species:S:1:pos:R:3:nbo_charge:R:1 method="wB97M-V/def2-TZVPD" gap_ev=11.9 multiplicity=1 total_charge=+1
N 0.92818 -0.12281 1.04773 -0.6891
C 0.11423 0.80744 0.12777 -0.2326
C -0.92532 0.02020 -0.63685 -0.1111
O -0.16139 -1.06538 -1.20089 -0.7419
H 0.69646 -0.03354 2.03436 0.4455
H 0.61285 -1.04759 0.71982 0.4596
H 1.92729 -0.08518 0.87277 0.4513
H -0.37314 1.55481 0.75014 0.2417
H 0.82220 1.27243 -0.54847 0.2414
H -1.06605 0.71179 -1.47814 0.2215
H -1.82008 -0.30101 -0.11808 0.2108
H -0.75523 -1.71115 -1.57016 0.5029

3) 12
Properties=species:S:1:pos:R:3:nbo_charge:R:1 method="wB97M-V/def2-TZVPD" gap_ev=11.7 multiplicity=1 total_charge=+1
O -0.45046 0.64227 -2.10976 -0.9381
H 0.04563 0.63406 -0.49491 0.4728
H -0.04840 1.26484 -2.68219 0.5080
H -1.36572 0.66400 -2.20800 0.4951
C 1.18448 -0.70834 0.78183 -0.4615
C -1.11191 -0.11445 0.99657 0.1028
N 0.03470 0.13785 0.47579 -0.3850
H 1.16899 -1.77739 0.61290 0.2615
H 1.31766 -0.37780 1.89427 0.2408
H 1.99359 -0.29812 0.15160 0.2419
H -1.79219 0.56583 0.61486 0.2226
H -0.97636 -0.63275 1.96704 0.2392

Stability, highest: 2)

1) 12
Properties=species:S:1:pos:R:3:nbo_charge:R:1 method="wB97M-V/def2-TZVPD" gap_ev=10.3 multiplicity=1 total_charge=+1
N 1.12171 1.02554 1.19533 -0.8973
H 2.00560 0.70431 0.95109 0.4374
H 0.49778 1.21730 0.36419 0.4852
H 0.61383 0.16891 1.50835 0.4590
H 1.21200 1.86571 1.85844 0.4696
C -0.38296 -1.55691 -0.61431 -0.4453
C -1.16640 -0.52145 -0.81828 0.0673
O -0.42298 0.68714 -0.98660 -0.7572
H -0.87290 -2.48719 -0.43142 0.2278
H 0.67700 -1.58737 -0.78676 0.2127
H -2.21391 -0.53115 -0.55022 0.2198
H -1.06878 1.01515 -1.68981 0.5211

2) 12
Properties=species:S:1:pos:R:3:nbo_charge:R:1 method="wB97M-V/def2-TZVPD" gap_ev=11.3 multiplicity=1 total_charge=+1
O -2.28704 0.89968 0.04991 -0.9653
H -0.59980 0.31261 0.28104 0.4921
H -2.81431 1.64883 0.40440 0.5109
H -2.67629 0.75473 -0.80134 0.4956
C 0.73886 -1.16903 -0.73193 -0.4233
C 1.40290 0.51056 0.84483 0.1109
N 0.42363 -0.04361 0.16608 -0.3987
H 0.45354 -0.88279 -1.76202 0.2508
H 1.78891 -1.33301 -0.56366 0.2253
H 0.04805 -2.02543 -0.39377 0.2507
H 1.22326 1.35710 1.53716 0.2368
H 2.29829 -0.02964 0.96930 0.2141

3) 12
Properties=species:S:1:pos:R:3:nbo_charge:R:1 method="wB97M-V/def2-TZVPD" gap_ev=10.3 multiplicity=1 total_charge=+1
N 0.35497 -0.56912 1.66396 -0.8734
H 0.36587 -1.28343 0.91983 0.4772
H 0.43972 0.34099 1.19718 0.4693
H 1.03433 -0.81838 2.37915 0.4503
H -0.51889 -0.55501 2.21109 0.4573
C 0.65679 0.81351 -1.29919 -0.4813
C -0.62588 0.54213 -1.15554 0.1021
O -1.07798 -0.64913 -0.58749 -0.7624
H 0.96128 1.72230 -1.79278 0.2430
H 1.48805 0.15054 -1.09343 0.2041
H -1.38218 1.32346 -1.20978 0.2011
H -1.69606 -1.01787 -1.23301 0.5128

Stability, highest: 2)

1) 20
Properties=species:S:1:pos:R:3:nbo_charge:R:1 method="wB97M-V/def2-TZVPD" gap_ev=9.6 multiplicity=1 total_charge=0
N -0.88904 -0.34556 -1.67562 -0.8505
C -0.90175 0.21294 -0.35304 -0.0792
N 0.29099 0.70357 0.25775 -0.6619
C 0.93754 1.82608 -0.43700 -0.3317
C 1.44054 2.58788 0.78343 0.4361
O 2.43883 2.22959 1.37222 -0.5371
H -0.10897 -0.98329 -1.78676 0.3597
H -0.75002 0.40027 -2.33546 0.3594
H -1.36295 -0.45842 0.40480 0.1824
H -1.75346 0.89705 -0.21448 0.1939
H 0.99756 0.21703 0.78279 0.4232
H 1.64600 1.59039 -1.23032 0.1925
H 0.26807 2.56109 -0.91464 0.1902
H 0.88155 3.45401 1.17397 0.1211
O 0.33948 -1.67669 1.90877 -0.9901
H 0.94349 -2.35537 2.22603 0.4921
H -0.07477 -1.75268 1.04540 0.4947
O -1.09852 -3.26468 -0.30901 -0.9442
H -1.44161 -2.73634 -1.04305 0.4788
H -1.80297 -3.10689 0.34422 0.4708

2) 20
Properties=species:S:1:pos:R:3:nbo_charge:R:1 method="wB97M-V/def2-TZVPD" gap_ev=6.1 multiplicity=1 total_charge=0
C 0.51345 0.60635 -1.07958 0.0798
N -0.88575 0.78259 -0.87599 -0.4356
C -1.73656 0.25347 0.22129 0.3892
N -1.81923 -1.23534 0.09942 -0.8869
O -1.42046 0.55648 1.41623 -0.8057
C 1.06600 -0.78774 -0.94437 -0.6918
H 1.09959 1.01586 -0.05488 0.4065
H 0.79656 1.07728 -2.01340 0.2439
H -0.93717 1.75761 -0.53913 0.3994
H -2.74604 0.64606 -0.07270 0.1024
H -2.60797 -1.48109 -0.51305 0.3434
H 0.21131 -1.48958 -1.02042 0.2820
H 1.52070 -0.73262 0.01821 0.3032
H 1.85386 -1.01547 -1.67469 0.2187
H 1.58569 -0.03224 1.61880 0.4545
H -2.16115 -1.49165 1.02747 0.3824
O 1.01336 -0.73118 1.92709 -0.9730
H 0.15763 -0.33224 1.67917 0.4818
H 2.55529 1.69557 0.45338 0.5212
O 1.94089 0.93787 0.32716 -0.8155

Stability, highest: 1)

1) 47
Properties=species:S:1:pos:R:3:nbo_charge:R:1 method="wB97M-V/def2-TZVPD" gap_ev=7.6 multiplicity=1 total_charge=0
O -0.21511 -1.22591 -0.91138 -0.5985
C -0.37084 -0.95521 -2.01559 0.6300
N 0.76928 -0.85129 -2.72633 -0.5947
H 0.66335 -0.46749 -3.81407 0.3701
C 2.02813 -1.08706 -2.50709 -0.2211
C 2.83212 0.47067 -2.31696 -0.4397
H 2.94724 1.06720 -3.34412 0.2184
C 4.23524 0.17660 -1.56411 -0.1857
N 5.19254 -0.50894 -2.42087 -0.3039
C 5.43568 -1.71581 -2.34066 0.1647
N 6.48402 -2.06897 -3.17447 -0.4655
C 6.63241 -1.06203 -4.02561 -0.0208
C 5.64383 0.00030 -3.62624 -0.2086
H 5.74351 1.14965 -3.71385 0.2155
H 7.12514 -1.08069 -4.90978 0.1945
H 5.18723 -2.24650 -1.62842 0.1695
H 4.01352 -0.16145 -0.71311 0.1903
H 4.61935 1.38589 -1.43375 0.1994
H 2.18339 0.97620 -1.44194 0.2472
H 2.83174 -1.47385 -3.04682 0.2223
H 2.11654 -1.54509 -1.45267 0.2052
C -1.40559 -0.48229 -2.77248 -0.5021
C -1.89003 0.84932 -2.26456 -0.2198
N -1.81151 1.09655 -0.90753 -0.4879
C -0.68103 1.09975 -0.17749 0.3913
O 0.15371 1.80060 -0.78345 -0.5773
S -1.05970 1.22102 1.32471 0.5413
C -2.46072 0.46326 1.45983 -0.3269
C -3.32638 0.16879 2.18814 -0.1250
C -3.29021 0.10508 3.69307 -0.0223
C -4.23582 -0.59994 4.53177 -0.2008
C -4.23803 -0.73107 5.77616 -0.1979
C -3.11991 -0.08249 6.53789 -0.1719
C -2.15257 0.45383 5.65610 -0.2138
C -2.15827 0.53926 4.31815 -0.2356
H -1.22202 1.00023 4.02510 0.2309
H -1.26072 0.69094 6.30641 0.2039
H -3.02844 0.11108 7.58286 0.2189
H -4.99876 -1.03764 6.39603 0.2155
H -4.97279 -0.86159 3.94575 0.1999
H -4.39621 -0.16641 1.86707 0.2573
C -2.73309 0.63741 -0.13620 0.6730
O -3.90539 0.01144 -0.63362 -0.6593
H -3.05262 1.04956 -2.79467 0.2706
H -1.18299 1.45951 -2.79574 0.2276
H -2.49389 -1.30689 -2.35328 0.2404
H -1.64583 -0.61892 -3.88473 0.2814

2) 47
Properties=species:S:1:pos:R:3:nbo_charge:R:1 method="wB97M-V/def2-TZVPD" gap_ev=8.3 multiplicity=1 total_charge=0
C 2.04996 -3.27112 4.21333 -0.6279
C 1.38915 -3.51752 2.87440 -0.6285
S 0.72319 -1.93352 2.28858 2.3096
O 1.82221 -1.03452 2.05144 -0.9511
O -0.32461 -1.50754 3.16386 -0.9384
N 0.02356 -2.35047 0.83289 -0.6948
C 0.93685 -2.51134 -0.29028 -0.2629
C 0.35430 -2.10077 -1.61472 -0.0442
C 1.17528 -1.65499 -2.64020 -0.1869
C 0.63580 -1.32683 -3.87126 -0.2053
C -0.72828 -1.43856 -4.08179 -0.2035
C -1.55296 -1.86866 -3.05735 -0.1858
C -1.01891 -2.20672 -1.82376 -0.0218
C -1.86956 -2.59665 -0.65060 -0.4152
C -1.30077 -1.84770 0.56139 -0.1335
C -1.38664 -0.34747 0.24398 0.6931
O -2.42890 0.13087 -0.16604 -0.6379
N -0.25167 0.37329 0.40832 -0.6280
C -0.13170 1.71484 0.09740 0.5363
N 0.98475 2.37330 0.22340 -0.4858
C 0.69381 3.64749 -0.19852 0.0757
C 1.50098 4.77569 -0.27686 -0.1991
C 0.93044 5.94034 -0.74813 -0.2328
C -0.40860 5.99805 -1.13699 -0.2212
C -1.23008 4.88933 -1.06713 -0.2613
C -0.66501 3.71826 -0.59400 0.1641
N -1.16552 2.45639 -0.39100 -0.5643
H 1.31599 -2.88113 4.91401 0.2305
H 2.47565 -4.18795 4.61539 0.2251
H 2.83913 -2.53215 4.09755 0.2313
H 2.09432 -3.85693 2.12212 0.2325
H 0.54282 -4.19388 2.94246 0.2385
H 1.20992 -3.57628 -0.34820 0.2061
H 1.84898 -1.94043 -0.08528 0.2375
H 2.23761 -1.56042 -2.47015 0.2140
H 1.27967 -0.97647 -4.66360 0.2175
H -1.15116 -1.17775 -5.04019 0.2164
H -2.61982 -1.93663 -3.20947 0.2144
H -2.90616 -2.30268 -0.80969 0.2468
H -1.82346 -3.67249 -0.46749 0.2229
H -1.89841 -2.02493 1.46111 0.2639
H 0.58026 -0.01246 0.84506 0.4458
H 2.53473 4.72988 0.02481 0.2196
H 1.53183 6.83478 -0.81926 0.2100
H -0.81088 6.93244 -1.49962 0.2106
H -2.26640 4.93306 -1.36635 0.2133
H -2.09350 2.08971 -0.54762 0.4547

Stability, highest: 2)

1) 11
Properties=species:S:1:pos:R:3:nbo_charge:R:1 method="wB97M-V/def2-TZVPD" gap_ev=7.0 multiplicity=1 total_charge=-1
S -2.88265 0.02969 -0.70661 -1.0372
H -2.88275 -0.34004 -1.99626 0.0928
C 0.62682 0.63399 0.56416 -0.0502
O 0.14407 1.20474 -0.61270 -0.7734
C 0.96667 -0.85988 0.36835 -0.6451
H 1.58036 1.14203 0.78274 0.1372
H 0.02761 0.84919 1.45154 0.1549
H -0.80856 1.05573 -0.66302 0.5108
H 2.05610 -0.90645 0.24993 0.1776
H 0.64765 -1.57267 1.11593 0.1986
H 0.52469 -1.23634 -0.55405 0.2342

2) 11
Properties=species:S:1:pos:R:3:nbo_charge:R:1 method="wB97M-V/def2-TZVPD" gap_ev=5.0 multiplicity=1 total_charge=-1
O 0.30519 0.37142 -2.32112 -1.0228
H 0.79926 -0.45681 -1.87394 0.4597
C -0.58663 1.28983 0.44631 -1.2227
S 0.55344 -0.10334 0.52114 0.1135
C -0.67485 -1.32954 1.05224 -0.7825
H -1.25680 1.39446 1.34357 0.1812
H -0.66757 2.07061 -0.40659 0.1944
H 0.02099 0.73620 -1.37569 0.5048
H -1.63682 -1.50963 0.56255 0.1981
H -1.05442 -1.17937 2.10803 0.1859
H 0.06761 -2.13511 0.88147 0.1903

3) 11
Properties=species:S:1:pos:R:3:nbo_charge:R:1 method="wB97M-V/def2-TZVPD" gap_ev=4.4 multiplicity=1 total_charge=-1
O 1.42218 0.75939 2.90799 -0.9700
H 1.08900 1.24761 2.21905 0.4476
C -1.44565 -0.14031 0.21993 -1.2343
S -0.82547 -1.38119 -0.78891 0.0760
C 0.47684 -0.39775 -1.80202 -0.7370
H -1.12042 0.79165 -0.16896 0.1616
H -2.35093 -0.26531 0.77448 0.1918
H 1.01575 -0.02800 2.52312 0.4735
H -0.21201 0.17760 -2.60346 0.1887
H 0.83225 0.36364 -1.05026 0.2000
H 1.11845 -1.12733 -2.23096 0.2022

4) 11
Properties=species:S:1:pos:R:3:nbo_charge:R:1 method="wB97M-V/def2-TZVPD" gap_ev=5.8 multiplicity=1 total_charge=-1
O 0.58023 -1.83488 2.52148 -0.9752
H 0.51529 -1.08569 1.89063 0.4988
C 0.86435 0.95806 0.41712 -1.0957
S -0.47670 -0.10803 0.05307 0.0322
C -1.22634 0.42380 -1.60805 -0.7881
H 0.62369 2.00803 0.23295 0.1571
H 1.78908 0.56300 -0.01198 0.1501
H 1.26328 -2.38392 2.13582 0.4483
H -1.75883 1.33687 -1.38815 0.1922
H -0.36839 0.54028 -2.26955 0.1929
H -1.80567 -0.41751 -1.97334 0.1873

Stability, highest: 1)

1) 14
Properties=species:S:1:pos:R:3:nbo_charge:R:1 method="wB97M-V/def2-TZVPD" gap_ev=9.2 multiplicity=1 total_charge=0
C 0.36830 -0.33992 1.46205 -0.6487
C 0.67964 -0.20957 -0.03115 0.0184
Cl 2.49758 -0.35987 -0.41578 -0.0903
C 0.08166 0.90699 -0.80407 0.0084
O -0.88710 1.69917 -0.21031 -0.7118
C -0.33372 -0.51325 -1.12076 -0.3987
S -1.89545 -0.77690 -0.22740 -0.0054
H 0.80338 -1.39961 1.63468 0.2507
H 1.05726 0.63398 1.81553 0.2173
H -0.66934 -0.17716 1.61787 0.2415
H 0.91179 1.31319 -1.37413 0.2024
H -0.67096 2.18848 0.84398 0.4887
H -0.26678 -0.89871 -2.25415 0.2764
H -1.67625 -2.06683 -0.93636 0.1509

2) 14
Properties=species:S:1:pos:R:3:nbo_charge:R:1 method="wB97M-V/def2-TZVPD" gap_ev=8.9 multiplicity=1 total_charge=0
Cl 1.59783 -2.41157 -0.06310 -0.1808
S -0.17351 -1.43106 -0.36839 0.2548
C 0.30556 0.29251 -0.07726 -0.3653
C 1.20150 0.47908 1.04170 -0.4234
C 1.64490 0.82447 -0.30590 -0.4261
H -0.65022 0.85542 -0.24444 0.2603
H 1.48311 -0.35879 1.55082 0.2232
H 0.93139 1.23045 1.63726 0.2098
H 1.80159 1.84083 -0.65403 0.2299
H 2.45637 0.15345 -0.68839 0.2307
C -3.07399 -1.85812 0.86111 0.2565
O -3.01207 -0.67914 1.08069 -0.5189
H -4.05210 -2.34094 0.98658 0.1162
H -2.11724 -2.34782 0.55171 0.1331

3) 14
Properties=species:S:1:pos:R:3:nbo_charge:R:1 method="wB97M-V/def2-TZVPD" gap_ev=9.1 multiplicity=1 total_charge=0
C 0.44746 1.48886 0.79484 -0.3723
C -0.15258 0.42933 0.23729 -0.0215
C 0.49279 -0.85276 -0.16420 -0.6394
C -1.49383 0.36063 -0.48744 -0.0950
O -2.68268 1.00012 -0.01074 -0.6802
S -4.15090 0.53750 -0.44074 0.5810
Cl -4.83683 -0.81592 0.97416 -0.2216
H 1.40892 1.44707 1.16265 0.1930
H 0.02128 2.54501 0.98941 0.2129
H 1.43733 -0.95685 0.22644 0.2214
H 0.72126 -0.84462 -1.19538 0.2221
H -0.12460 -1.81954 -0.02266 0.2195
H -1.86998 -0.62775 -0.50119 0.1873
H -1.40546 0.66535 -1.60163 0.1929

4) 14
Properties=species:S:1:pos:R:3:nbo_charge:R:1 method="wB97M-V/def2-TZVPD" gap_ev=9.5 multiplicity=1 total_charge=0
C -3.69060 -1.91294 0.66284 -0.2528
C -3.50647 -0.86597 0.10849 -0.1080
Cl -3.45049 0.59496 -0.67050 0.1260
H -3.93167 -2.62304 1.37874 0.2347
C 2.27844 0.56729 -0.93610 -0.6496
C 1.30304 -0.40705 -0.16553 -0.5520
S -0.23236 0.45205 0.24915 0.4808
O 0.36929 1.78996 1.12357 -0.8322
H 3.12020 0.20123 -1.53040 0.2181
H 1.80124 1.22281 -1.71358 0.2151
H 2.62248 1.41190 -0.31915 0.2235
H 1.90922 -0.74743 0.60482 0.2092
H 0.85759 -1.12646 -0.74987 0.2187
H 0.55009 1.44270 1.95752 0.4684

Stability, highest: 3)